The following is a DFT calculation (wB97M-V/def2-TZVPD) of the ion C6H10NO with charge +1.

E_LUMO (eV): -3.62
2S+1: 1
Charge: +1
HOMO-LUMO gap (eV): 9.687
HOMO level (Ha): -0.4889
SMILES: CC(C)=[NH+]CC#CO
Relative energy (zero: lowest compared OMol25 entry of this formula, charge and spin) (kJ/mol): 225.9

```
18
Properties=species:S:1:pos:R:3:forces:R:3
C -1.255414 -0.988125 -2.017853 1.45 -0.30 1.07
C -0.347358 -0.482394 -0.832637 -0.11 1.17 -3.10
C 0.731852 0.471259 -1.081590 1.19 -0.65 -0.62
N -0.417642 -0.974458 0.302384 -1.02 -3.69 4.42
C 0.339142 -0.840711 1.677711 -1.39 -0.53 -0.51
C 0.251411 0.509399 2.102519 1.03 2.54 0.08
C 0.411113 1.712528 2.047806 -0.59 -1.30 -0.10
O 0.258651 2.979779 1.892343 0.47 0.91 0.32
H -2.068378 -1.568318 -1.588498 -0.03 -0.11 -0.18
H -1.656585 -0.226569 -2.690479 0.25 0.28 0.51
H -0.603627 -1.636717 -2.652887 -0.49 0.33 0.53
H 0.444923 1.150419 -1.823010 -0.34 1.17 -1.14
H 1.534198 -0.145586 -1.535601 -0.26 0.17 -0.02
H 1.211904 0.984440 -0.266159 -0.35 -0.05 0.56
H -0.985295 -1.808395 0.466213 -0.54 0.47 -0.70
H -0.232758 -1.479344 2.435678 0.93 0.30 -1.53
H 1.340941 -1.184190 1.449675 0.21 -0.18 0.45
H 1.042923 3.526982 2.114387 -0.44 -0.54 -0.05
```
Forces are in eV/Å.

Here are the natural (NBO) charges for atoms 1 to 5, given in e: -0.66 0.50 -0.71 -0.44 -0.26